22
Properties=species:S:1:pos:R:3 method="wB97M-V/def2-TZVPD" charge=+1 homo_ev=-13.591 e_above_lowest_ev=0.7993 orbital_gap_ev=10.40 energy_ev=-8401.877
C 1.009 0.067 0.668
N 1.981 0.322 -0.395
C 2.845 -0.836 -0.690
C -0.427 0.423 0.118
N -0.444 -0.093 -1.278
C -2.842 0.714 0.786
C -1.587 -0.184 0.909
H 0.997 -0.973 0.973
H 1.133 0.772 1.488
H 2.604 1.073 -0.119
H 2.261 -1.757 -0.662
H 3.679 -0.981 -0.015
H 3.228 -0.762 -1.708
H -0.435 1.512 0.139
H -0.264 -1.099 -1.239
H 0.337 0.334 -1.784
H -1.337 0.019 -1.763
H -3.255 0.728 -0.231
H -2.641 1.769 0.981
H -3.609 0.334 1.447
H -1.395 -0.275 1.974
H -1.842 -1.108 0.404